The following is a DFT calculation (the ωB97M-V functional and the def2-TZVPD basis) of 4 unconnected molecules or ions with the total composition C32H38BClF3N3O8P in a non-equilibrium geometry.

Properties
Total charge: +1
Lowest unoccupied orbital energy: -5.3812 eV
HOMO-LUMO gap: 4.932 eV

```
87
C32H38BClF3N3O8P | the Open Molecules 2025 dataset | the ωB97M-V functional and the def2-TZVPD basis
C 3.35 2.58 1.54
C 4.37 3.83 1.32
C 3.64 5.21 0.95
N 3.50 5.49 -0.53
C 2.43 4.61 -1.01
C 0.97 5.07 -0.88
C 0.43 6.46 -0.31
O 1.23 7.08 0.71
O 0.68 6.87 1.95
C -0.14 4.06 -1.35
C -1.71 4.39 -1.23
O -2.24 5.18 -2.04
O -2.49 3.78 -0.18
B -2.75 4.73 0.88
O -3.81 5.71 0.78
O -1.98 4.82 2.11
C -1.07 3.69 2.24
C 0.25 2.66 -1.98
C -0.88 1.66 -2.50
C -1.49 1.01 -1.02
C -0.33 0.87 0.20
O -0.94 -0.35 -0.64
C 1.79 2.36 -2.07
P 2.25 0.70 -2.88
O 3.57 -0.07 -2.12
Cl 2.94 1.27 -4.83
N 2.81 3.32 -1.60
N 4.10 2.89 -1.79
H 3.85 1.69 1.01
H 3.14 2.35 2.64
H 2.34 2.73 1.03
H 5.22 3.60 0.59
H 4.88 3.97 2.35
H 4.19 6.07 1.48
H 2.58 5.13 1.41
H 4.38 5.37 -1.04
H -0.66 6.45 0.06
H 0.43 7.20 -1.21
H 0.30 5.96 2.02
H -4.09 5.78 -0.16
H -1.66 2.72 2.12
H -0.13 3.75 1.58
H -0.68 3.67 3.34
H -0.50 0.71 -2.99
H -1.76 2.16 -3.01
H -2.60 1.31 -0.69
H 0.71 0.50 -0.12
H -0.64 0.60 1.26
H 3.84 0.35 -1.28
H 4.73 3.62 -2.13
H 4.48 2.36 -0.99
F 2.46 -2.27 -3.84
C 3.60 -2.70 -4.42
C 4.44 -1.78 -5.02
C 5.62 -2.22 -5.62
C 5.93 -3.57 -5.62
C 5.07 -4.49 -5.02
C 3.90 -4.05 -4.41
H 4.18 -0.73 -5.01
H 6.29 -1.50 -6.08
H 6.85 -3.92 -6.09
H 5.31 -5.55 -5.02
H 3.22 -4.75 -3.93
F -5.22 -3.03 1.93
C -4.09 -3.45 1.34
C -3.24 -2.54 0.75
C -2.06 -2.98 0.15
C -1.76 -4.34 0.14
C -2.62 -5.25 0.74
C -3.79 -4.81 1.35
H -3.50 -1.48 0.76
H -1.39 -2.27 -0.31
H -0.84 -4.68 -0.33
H -2.38 -6.31 0.73
H -4.47 -5.51 1.82
F -4.12 -9.52 4.14
C -5.07 -8.67 4.57
C -5.59 -7.73 3.69
C -6.58 -6.86 4.13
C -7.03 -6.93 5.45
C -6.49 -7.87 6.33
C -5.51 -8.75 5.88
H -5.23 -7.69 2.67
H -7.01 -6.13 3.45
H -7.80 -6.25 5.80
H -6.84 -7.92 7.35
H -5.09 -9.50 6.55
```